No. 1
Formula: C5H6ClNO2
Source: OMol25
Level of theory: the ωB97M-V functional and the def2-TZVPD basis

## Properties
E_LUMO = 0.41 eV
structure (SMILES) = O=C1CCC=N[C@@]1(O)Cl
ΔE to the lowest compared entry with this formula, charge and spin = 7.0 kJ/mol
F_max = 0.0907 Eh/bohr
net charge = 0

Each line ends with the natural charge from an NBO analysis.
CARTESIAN COORDINATES (ANGSTROEM)
C -1.51753 0.28825 0.16094  0.13
C 0.80743 0.27716 -1.39307  0.57
C -0.31056 -0.02513 0.98969  -0.49
C 0.89949 -0.29720 0.00253  -0.52
C -0.28817 1.36121 -1.55562  0.29
N -1.63940 0.78460 -0.98730  -0.38
O 1.46543 -0.06655 -2.36490  -0.54
O -0.40551 1.70799 -2.83469  -0.67
Cl 0.30525 2.68531 -0.45812  -0.09
H -2.48387 -0.04833 0.42618  0.19
H 0.01694 0.90707 1.55212  0.26
H -0.52111 -0.94672 1.39712  0.24
H 0.94009 -1.40084 -0.13990  0.25
H 1.67167 0.31600 0.35127  0.26
H 0.28779 1.35685 -3.39443  0.51

=====

No. 2
Formula: C5H6ClOPS
Source: OMol25
Level of theory: the ωB97M-V functional and the def2-TZVPD basis

## Properties
E_LUMO = -0.08 eV
structure (SMILES) = C[P@@](=O)(Cl)c1cccs1
ΔE to the lowest compared entry with this formula, charge and spin = 96.0 kJ/mol
F_max = 0.1698 Eh/bohr
net charge = 0

Each line ends with the natural charge from an NBO analysis.
CARTESIAN COORDINATES (ANGSTROEM)
C 1.93562 -1.67048 -0.62668  -0.25
C 0.58199 -1.54638 -0.29303  -0.17
C 2.50463 -0.50465 -0.50378  -0.38
C 0.18230 -0.30496 -0.03594  -0.66
C -1.63669 2.11593 0.45636  -0.93
O -1.90828 -0.38897 2.31223  -0.93
P -1.35792 0.24815 0.56868  1.58
S 1.52967 0.82319 -0.07629  0.47
Cl -2.62783 -0.64657 -0.68699  -0.24
H 2.26305 -2.64487 -1.11285  0.25
H -0.08480 -2.33318 -0.59092  0.24
H 3.54097 -0.33132 -0.65241  0.24
H -1.77463 2.34672 -0.64220  0.25
H -2.53972 2.50004 0.97815  0.29
H -0.60833 2.33737 0.90568  0.25

=====

No. 3
Formula: C5H6CsLiMgO4
Source: OMol25
Level of theory: the ωB97M-V functional and the def2-TZVPD basis

## Properties
E_LUMO = -7.10 eV
ΔE to the lowest compared entry with this formula, charge and spin = 0.0 kJ/mol
F_max = 0.0515 Eh/bohr
net charge = +2

Each line ends with the natural charge from an NBO analysis.
CARTESIAN COORDINATES (ANGSTROEM)
O -0.14975 -2.50946 1.21842  -0.96
C -0.04485 -1.25927 1.23558  0.80
O -0.42120 -0.52407 0.27826  -0.79
Li -1.33349 -1.32567 -1.23085  0.95
Cs 1.80445 3.51023 -0.08702  1.00
O -2.42430 -2.79209 -1.40132  -0.77
Mg -1.24245 -4.04924 0.92315  1.64
C -2.59124 -3.83478 -0.75102  0.26
O -3.57032 -4.60930 -1.20088  -0.49
C -4.09027 -5.61087 -0.32859  -0.28
H -5.05669 -5.91118 -0.74257  0.25
H -3.42076 -6.48052 -0.29838  0.19
H -4.23784 -5.20528 0.68128  0.18
C 0.62011 -0.62903 2.40907  -0.33
C 0.15371 0.49059 2.96895  -0.32
H 1.46879 -1.17124 2.82958  0.24
H 0.64206 0.92780 3.83884  0.22
H -0.75418 0.98552 2.60769  0.21

=====

No. 4
Formula: C5H6EuLiO4
Source: OMol25
Level of theory: the ωB97M-V functional and the def2-TZVPD basis

## Properties
E_LUMO (alpha / beta) = -7.42 / -7.42 eV
2S+1 = 9
ΔE to the lowest compared entry with this formula, charge and spin = 0.0 kJ/mol
F_max = 0.0296 Eh/bohr
net charge = +2

Each line ends with the natural charge from an NBO analysis.
CARTESIAN COORDINATES (ANGSTROEM)
O -2.92288 0.51585 -1.09037  -0.97
C -2.28046 0.09950 -0.06325  0.99
O -2.84957 -0.42845 0.89447  -0.74
O -0.95751 0.25049 -0.12882  -0.53
C -0.19082 -0.19957 0.97644  -0.08
C 1.24274 0.24027 0.81092  -0.38
Li -4.57517 -0.14592 -0.06957  0.97
H -0.30026 -1.28588 1.08822  0.22
H -0.44185 0.39209 1.89943  0.24
H 1.79644 -0.07823 1.70193  0.26
H 1.30694 1.32854 0.69644  0.25
Eu -2.76206 1.60435 -3.21493  0.96
C 1.91379 -0.43627 -0.47298  -0.63
C 3.31845 -0.22292 -0.54513  0.97
O 4.42450 -0.06314 -0.59296  -0.19
H 1.49565 -0.03813 -1.41333  0.33
H 1.78206 -1.53257 -0.47651  0.33

=====

No. 5
Formula: C5H6F3NO
Source: OMol25
Level of theory: the ωB97M-V functional and the def2-TZVPD basis

## Properties
E_LUMO = 0.87 eV
structure (SMILES) = Cc1ncco1.FC(F)F
ΔE to the lowest compared entry with this formula, charge and spin = 15.2 kJ/mol
F_max = 0.0930 Eh/bohr
net charge = 0

Each line ends with the natural charge from an NBO analysis.
CARTESIAN COORDINATES (ANGSTROEM)
C -0.61920 -1.83812 -1.32823  -0.10
C -0.65325 -2.11127 0.04655  0.02
C -0.46834 0.00354 -0.27572  0.49
C -0.41044 1.45434 0.05880  -0.67
C 2.80740 0.17346 0.67621  0.87
N -0.51950 -0.46972 -1.48218  -0.47
O -0.46580 -0.91340 0.69160  -0.41
F 2.89610 -0.72533 -0.29425  -0.32
F 4.06406 0.59546 0.89679  -0.34
F 2.38913 -0.38349 1.78046  -0.31
H -0.41498 -2.60124 -1.98409  0.21
H -0.48650 -2.99943 0.70123  0.22
H 2.18257 1.08400 0.36126  0.11
H 0.27489 1.58867 0.97915  0.22
H -1.46718 1.72485 0.25099  0.25
H 0.08178 1.98590 -0.79447  0.25

=====

No. 6
Formula: C5H6F3NO2
Source: OMol25
Level of theory: the ωB97M-V functional and the def2-TZVPD basis

## Properties
E_LUMO = 0.61 eV
structure (SMILES) = O=C(O)[C@@H]1CCN1C(F)(F)F
ΔE to the lowest compared entry with this formula, charge and spin = 10.5 kJ/mol
F_max = 0.0967 Eh/bohr
net charge = 0

Each line ends with the natural charge from an NBO analysis.
CARTESIAN COORDINATES (ANGSTROEM)
C 1.00294 1.80695 0.00525  0.78
C 1.37595 -0.73139 0.49705  -0.41
C 0.25997 -1.41642 -0.31114  -0.23
C 0.44368 0.47522 0.59746  -0.15
C -2.15021 -0.29862 -0.02919  1.10
N -0.47170 -0.19353 -0.39824  -0.49
O 0.83214 2.05528 -1.26675  -0.66
O 1.64776 2.46963 0.76227  -0.57
F -2.32834 -0.73146 1.23218  -0.33
F -2.77239 -1.06818 -0.82827  -0.29
F -2.67046 0.91898 -0.20387  -0.32
H 1.64970 -0.99903 1.42512  0.23
H 2.29709 -0.36776 -0.01131  0.22
H 0.51248 -1.77677 -1.38283  0.19
H -0.19437 -2.20399 0.25554  0.20
H -0.11711 0.82032 1.43572  0.23
H 0.68283 1.24078 -1.77900  0.51

=====

No. 7
Formula: C5H6FI2LiNO2
Source: OMol25
Level of theory: the ωB97M-V functional and the def2-TZVPD basis

## Properties
E_LUMO = -4.21 eV
F_max = 0.0210 Eh/bohr
net charge = +1

Each line ends with the natural charge from an NBO analysis.
CARTESIAN COORDINATES (ANGSTROEM)
C -0.03374 -1.20380 1.75720  -0.67
C -1.06620 -0.92090 0.68891  -0.25
I -2.96399 -1.73201 1.06834  0.25
C -0.76673 -0.20243 -0.40368  -0.07
I -2.17990 0.21292 -1.92143  0.23
N 0.54998 0.28854 -0.54118  -0.51
C 1.43441 -0.50357 -1.42465  -0.42
C 0.56876 1.65379 -0.81845  0.86
O 1.18391 2.22441 -1.63873  -0.45
O -0.34991 2.31179 0.06980  -0.21
F 0.48920 2.90306 1.03600  -0.09
H -0.37213 -1.98471 2.43265  0.25
H 0.15962 -0.30743 2.35066  0.25
H 0.90368 -1.52540 1.30689  0.25
H 1.24296 -0.27391 -2.47421  0.23
H 2.46680 -0.27904 -1.17433  0.24
H 1.22457 -1.55691 -1.25198  0.22
Li -2.49129 0.89559 0.93820  0.92

=====

No. 8
Formula: C5H6FN
Source: OMol25
Level of theory: the ωB97M-V functional and the def2-TZVPD basis

## Properties
E_LUMO = 0.90 eV
structure (SMILES) = Cc1cc[nH]c1F
ΔE to the lowest compared entry with this formula, charge and spin = 330.3 kJ/mol
F_max = 0.1224 Eh/bohr
net charge = 0

Each line ends with the natural charge from an NBO analysis.
CARTESIAN COORDINATES (ANGSTROEM)
C -0.24988 -1.82266 -0.69816  -0.65
C -0.19094 -0.25345 -0.47445  -0.17
C 1.13422 0.37396 -0.31909  -0.27
C 1.01760 1.52676 0.32967  -0.05
C -0.98449 0.34041 0.41195  0.50
H 0.84881 -2.34375 -0.86323  0.23
H -0.84182 -2.01829 0.46549  0.24
H -0.77714 -1.87692 -1.68681  0.23
H 1.97961 0.29567 -0.87467  0.21
H 1.66688 2.33764 0.64076  0.23
H -1.11800 2.19787 1.19503  0.42
N -0.29030 1.42711 0.91571  -0.58
F -2.19454 -0.18436 0.95780  -0.33

=====

No. 9
Formula: C5H6FN5
Source: OMol25
Level of theory: the ωB97M-V functional and the def2-TZVPD basis

## Properties
E_LUMO (alpha / beta) = -0.66 / -0.66 eV
ΔE to the lowest compared entry with this formula, charge and spin = 519.3 kJ/mol
F_max = 0.0546 Eh/bohr
net charge = 0

Each line ends with the natural charge from an NBO analysis.
CARTESIAN COORDINATES (ANGSTROEM)
C 0.35718 -1.58674 -0.05900  0.50
C 1.34088 0.32318 0.09963  0.53
C -2.98818 1.63731 -1.81599  -0.33
C 3.14685 1.27311 1.17592  0.05
C -0.65538 1.46044 -0.73055  0.61
N 1.62245 -0.93957 0.11929  -0.49
N -0.59692 -0.76841 -0.25115  -0.31
N 2.25776 1.32199 0.29377  -0.41
N -0.01596 0.46216 -0.15201  -0.33
N 0.24122 -2.93229 0.02988  -0.81
F 0.22149 2.49152 -0.83971  -0.34
H -2.49419 2.45779 -2.38017  0.08
H -3.18439 0.89361 -2.68071  0.08
H 3.98877 1.92980 1.20294  0.18
H 3.21955 0.39993 1.75554  0.16
H 1.10804 -3.47628 0.30531  0.41
H -0.48463 -3.50769 -0.38686  0.42

=====

No. 10
Formula: C5H6I2
Source: OMol25
Level of theory: the ωB97M-V functional and the def2-TZVPD basis

## Properties
E_LUMO = 0.30 eV
ΔE to the lowest compared entry with this formula, charge and spin = 246.7 kJ/mol
F_max = 0.0793 Eh/bohr
net charge = 0

Each line ends with the natural charge from an NBO analysis.
CARTESIAN COORDINATES (ANGSTROEM)
C -1.86604 -0.43970 -0.96818  -0.23
C -1.58032 0.82725 -0.71600  -0.15
C -0.28270 -0.68832 -1.24032  -0.46
C -0.05794 0.77980 -0.88074  -0.20
C 0.61071 1.02089 1.10425  -0.53
I -2.85363 2.58551 -0.30783  0.10
I 0.98467 2.15280 -2.13098  0.17
H -2.80016 -1.03624 -1.14943  0.24
H 0.24217 -1.49456 -0.57326  0.23
H -0.05851 -0.88751 -2.30598  0.23
H 1.49762 0.48786 1.46321  0.21
H -0.35585 0.64184 1.39791  0.20
H 0.78588 2.11355 1.25327  0.21